[1]
Below is a 2-piece molecular cluster, C5H13P overall in a non-equilibrium geometry, with properties calculated with ωB97M-V/def2-TZVPD.

Last column: natural (NBO) charge in e.
Geometry (Å):
C  -0.927  0.532  1.312  -0.603
C  -1.513  0.333  -1.124  -0.596
C  0.668  -1.702  -0.002  -0.707
C  -0.404  0.654  -0.126  -0.325
C  0.803  -0.231  -0.268  -0.204
P  2.447  0.431  0.151  0.353
H  -1.361  -0.450  1.478  0.203
H  -1.689  1.284  1.498  0.218
H  -0.116  0.681  2.024  0.210
H  -1.850  -0.696  -1.020  0.199
H  -1.151  0.476  -2.139  0.221
H  -2.362  0.992  -0.957  0.210
H  -0.203  -2.132  -0.489  0.220
H  1.559  -2.222  -0.348  0.233
H  0.586  -1.873  1.074  0.214
H  -0.090  1.692  -0.289  0.211
H  1.243  -0.227  -2.081  0.043
H  2.195  0.706  1.504  -0.068
H  2.166  1.751  -0.196  -0.033

Forces on the atoms, in the same order (eV/Å):
C 0.189 0.105 -0.112
C 0.193 0.058 0.062
C 0.039 -0.028 0.005
C -0.286 0.079 -0.016
C 1.075 -0.024 -3.769
P 0.332 -0.288 -0.074
H -0.079 -0.099 0.061
H -0.090 0.047 0.034
H -0.031 0.011 0.137
H -0.086 -0.085 0.008
H 0.011 -0.012 -0.102
H -0.135 0.028 0.008
H -0.059 -0.049 0.012
H -0.033 -0.071 0.010
H -0.059 -0.035 0.106
H -0.004 -0.164 0.017
H -0.959 0.085 3.285
H -0.033 0.022 0.545
H 0.015 0.419 -0.216

Calculated values
LUMO energy ... 0.01739 Ha
Frontier orbital gap ... 9.4 eV
HOMO ... -8.97 eV


[2]
Below is C47H40BrClLuN3O2PSSi as an isolated structure in a non-equilibrium geometry, with properties calculated with ωB97M-V/def2-TZVPD.

Last column: Mulliken charge in e.
Geometry (Å):
Lu  0.085  -1.115  0.765  1.363
Br  8.931  6.267  -6.026  -0.171
C  7.991  4.929  -5.062  0.159
C  8.644  3.757  -4.704  -0.511
C  7.955  2.781  -4.017  -0.298
C  6.611  2.976  -3.677  0.058
C  5.973  4.170  -4.045  0.181
C  6.657  5.141  -4.735  -0.835
N  5.977  1.951  -3.013  -0.586
N  4.773  2.192  -2.660  0.317
C  4.109  1.210  -1.988  -0.032
C  4.700  0.054  -1.481  -0.593
C  3.980  -0.864  -0.747  -1.179
C  2.614  -0.696  -0.499  0.375
O  1.936  -1.525  0.244  -0.760
C  1.961  0.448  -1.083  0.264
N  0.609  0.559  -0.932  0.275
C  0.017  1.647  -1.396  -0.419
C  0.699  2.698  -2.017  -1.478
C  2.053  2.586  -2.209  -0.399
C  2.718  1.426  -1.770  0.637
H  9.678  3.610  -4.970  0.411
H  8.438  1.859  -3.734  0.446
H  4.935  4.301  -3.782  0.345
H  6.166  6.056  -5.027  0.418
H  5.753  -0.094  -1.662  0.497
H  4.465  -1.739  -0.342  0.517
H  -1.060  1.702  -1.267  0.674
H  0.150  3.572  -2.332  0.541
H  2.636  3.365  -2.675  0.437
Cl  0.026  -3.680  -0.310  -0.125
C  -1.010  -4.061  -1.647  0.847
C  -0.933  -5.291  -2.273  -0.511
C  -1.804  -5.565  -3.315  -0.590
C  -2.714  -4.612  -3.741  -0.842
C  -2.784  -3.380  -3.113  -0.541
C  -1.943  -3.099  -2.041  -0.543
P  -2.022  -1.565  -1.041  1.492
C  -3.062  -0.461  -2.044  0.443
C  -2.414  0.170  -3.107  -0.424
C  -3.098  1.073  -3.898  -0.746
C  -4.428  1.357  -3.626  -0.602
C  -5.070  0.737  -2.566  -0.705
C  -4.391  -0.168  -1.769  -0.447
C  -3.126  -2.131  0.311  0.597
C  -3.393  -1.183  1.302  -0.496
C  -4.129  -1.528  2.421  -0.572
C  -4.557  -2.838  2.590  -0.792
C  -4.324  -3.772  1.593  -0.762
C  -3.621  -3.423  0.450  -0.906
H  -0.218  -6.026  -1.942  0.519
H  -1.776  -6.534  -3.785  0.416
H  -3.384  -4.835  -4.555  0.438
H  -3.500  -2.639  -3.436  0.515
H  -1.373  -0.054  -3.307  0.517
H  -2.594  1.562  -4.719  0.472
H  -4.963  2.065  -4.241  0.420
H  -6.104  0.963  -2.356  0.462
H  -4.893  -0.648  -0.941  0.387
H  -3.041  -0.165  1.157  0.588
H  -4.367  -0.785  3.167  0.481
H  -5.080  -3.129  3.489  0.433
H  -4.704  -4.777  1.697  0.470
H  -3.463  -4.151  -0.333  0.379
C  0.173  -4.887  3.511  -1.113
S  -0.509  -3.211  3.810  0.501
C  0.943  -2.591  4.724  -0.638
O  -0.421  -2.551  2.453  -0.495
H  0.350  -5.380  4.460  0.469
H  1.098  -4.807  2.950  0.309
H  -0.560  -5.452  2.945  0.366
H  1.037  -3.165  5.640  0.485
H  0.770  -1.548  4.970  -0.004
H  1.834  -2.687  4.111  0.338
C  -2.582  4.389  0.834  -0.638
C  -1.213  4.477  0.643  -0.652
C  -0.379  3.491  1.137  -0.570
C  -0.879  2.398  1.840  0.240
C  -2.259  2.330  2.021  -0.160
C  -3.104  3.308  1.525  -0.538
Si  0.304  1.012  2.482  1.136
C  -0.255  0.685  4.301  0.024
C  0.385  1.252  5.399  -0.629
C  -0.006  0.959  6.695  -0.655
C  -1.047  0.076  6.925  -0.695
C  -1.697  -0.504  5.848  -0.702
C  -1.302  -0.198  4.557  0.049
H  -3.234  5.170  0.475  0.426
H  -0.793  5.320  0.114  0.493
H  0.687  3.587  0.993  0.425
H  -2.677  1.516  2.601  0.335
H  -4.170  3.230  1.689  0.459
H  1.560  1.818  2.700  -0.432
H  1.210  1.928  5.231  0.411
H  0.507  1.420  7.526  0.413
H  -1.358  -0.158  7.931  0.407
H  -2.509  -1.198  6.009  0.472
H  -1.802  -0.681  3.723  0.235

Forces on the atoms, in the same order (eV/Å):
Lu -1.625 0.045 0.601
Br -0.096 -0.160 0.118
C 0.192 0.013 -0.072
C 0.066 0.314 -0.181
C -0.546 -0.049 0.203
C 0.534 1.233 -0.799
C 0.051 -0.379 0.155
C 0.144 0.114 -0.094
N -2.328 -0.981 1.401
N 2.422 0.996 -1.431
C -0.238 -1.508 0.948
C -0.033 0.895 -0.546
C -1.006 -0.286 0.396
C 1.488 1.010 -1.040
O 0.711 -0.780 0.164
C 0.647 -0.093 -0.105
N 0.058 0.170 0.380
C -0.336 -0.439 0.260
C 0.408 -0.045 -0.173
C -0.432 0.024 0.054
C 0.185 -0.357 0.095
H 0.087 0.021 -0.028
H 0.021 -0.101 0.035
H -0.026 0.078 -0.023
H -0.006 0.077 -0.027
H 0.094 -0.018 0.011
H 0.022 -0.086 0.097
H 0.080 0.049 0.075
H -0.036 0.037 -0.002
H -0.043 0.044 -0.077
Cl 0.355 -1.061 -0.037
C -0.700 0.243 -0.587
C 0.111 0.036 0.220
C -0.007 0.091 0.058
C -0.053 -0.030 -0.011
C 0.115 0.043 0.209
C 0.511 0.211 0.190
P -1.374 -0.602 -0.403
C 0.410 0.167 0.094
C -0.018 -0.107 0.056
C -0.013 0.046 -0.100
C -0.008 -0.003 0.019
C -0.067 0.083 -0.071
C 0.102 -0.164 0.025
C 0.124 0.232 0.030
C 0.064 -0.073 -0.211
C 0.002 0.010 0.157
C -0.013 0.053 -0.063
C 0.008 -0.090 -0.023
C 0.081 0.084 -0.054
H 0.110 -0.090 0.046
H 0.057 -0.109 -0.109
H -0.072 -0.020 -0.117
H -0.056 0.051 -0.031
H 0.040 0.033 -0.053
H 0.022 0.011 -0.060
H -0.046 0.056 -0.037
H -0.095 0.019 0.019
H -0.060 -0.015 0.056
H -0.039 0.096 0.144
H 0.063 0.093 0.101
H -0.109 0.034 0.014
H -0.001 -0.093 0.027
H 0.023 -0.086 0.011
C -0.423 0.493 -0.026
S 1.332 -0.606 0.508
C -0.472 -0.012 -0.141
O 0.105 0.484 -0.790
H -0.030 0.019 0.230
H 0.088 0.166 -0.051
H -0.123 0.007 -0.082
H -0.028 -0.157 0.129
H -0.094 0.033 -0.024
H 0.002 -0.139 -0.183
C -0.085 0.054 -0.004
C -0.027 0.077 -0.096
C 0.107 -0.028 0.061
C 0.275 -0.434 0.208
C 0.096 -0.121 0.052
C -0.193 0.011 -0.030
Si -0.316 1.158 1.036
C 0.093 -0.018 -0.709
C 0.122 0.060 -0.107
C 0.053 -0.016 0.100
C -0.056 -0.031 0.067
C -0.190 -0.056 0.013
C -0.096 0.048 -0.157
H -0.070 0.050 -0.085
H 0.031 0.119 -0.029
H 0.192 0.013 -0.027
H -0.094 -0.074 0.076
H -0.063 0.040 0.023
H -0.028 -0.258 -0.185
H 0.112 0.145 0.023
H 0.045 0.035 0.100
H 0.001 -0.009 0.115
H -0.102 -0.064 0.064
H -0.092 0.025 0.015

Calculated values
LUMO energy ... -0.10376 Ha
Frontier orbital gap ... 6.7 eV
Total charge ... +1
HOMO ... -9.49 eV


[3]
Below is C53H52AsFeN8OS as an isolated structure in a non-equilibrium geometry, with properties calculated with ωB97M-V/def2-TZVPD.

Last column: Mulliken spin population.
Geometry (Å):
Fe  0.117  0.025  -0.002  1.057
C  -2.791  0.226  2.585  0.005
C  -1.575  0.043  3.506  -0.002
C  -0.407  -0.643  2.784  -0.008
N  0.240  0.244  1.840  -0.022
C  0.871  1.331  2.273  -0.001
C  1.242  1.480  3.627  -0.004
C  1.841  2.516  4.325  -0.001
C  2.184  3.786  3.903  0.003
C  2.023  4.291  2.616  -0.001
C  1.572  3.675  1.475  -0.003
C  1.146  2.340  1.217  0.007
N  0.885  1.912  0.009  -0.065
C  1.064  2.633  -1.229  0.004
C  1.757  1.810  -2.336  -0.004
C  1.165  0.395  -2.552  -0.004
N  -0.073  0.264  -1.816  -0.066
C  -1.184  0.848  -2.241  0.021
C  -1.371  1.219  -3.591  0.009
C  -2.470  1.717  -4.271  -0.009
C  -3.743  2.007  -3.815  0.007
C  -4.173  1.946  -2.492  -0.005
C  -3.458  1.661  -1.351  0.014
C  -2.105  1.258  -1.155  -0.005
N  -1.514  1.336  0.010  -0.033
C  -2.017  2.177  1.078  0.004
C  -3.069  1.629  2.056  -0.003
H  -2.652  -0.407  1.716  -0.001
H  -3.689  -0.109  3.108  -0.001
H  -1.243  1.009  3.894  0.000
H  -1.861  -0.579  4.359  0.000
H  0.308  -1.047  3.514  0.003
H  -0.789  -1.489  2.213  0.006
H  1.067  0.600  4.231  0.001
H  2.048  2.297  5.367  0.000
H  2.612  4.450  4.644  0.000
H  2.314  5.330  2.494  0.000
H  1.555  4.313  0.602  0.001
H  0.071  2.940  -1.581  0.000
H  1.663  3.536  -1.102  -0.003
H  1.685  2.391  -3.258  0.001
H  2.810  1.706  -2.077  -0.002
H  1.055  0.200  -3.624  0.001
H  1.854  -0.349  -2.163  0.002
H  -0.514  1.039  -4.227  -0.001
H  -2.312  1.870  -5.334  0.000
H  -4.470  2.330  -4.550  0.001
H  -5.211  2.221  -2.331  0.000
H  -4.008  1.800  -0.430  0.003
H  -1.149  2.460  1.672  -0.003
H  -2.408  3.102  0.634  0.000
H  -3.146  2.339  2.885  -0.001
H  -4.047  1.599  1.570  0.000
S  2.766  0.157  0.282  -0.018
C  3.196  -1.499  0.189  -0.063
N  4.466  -1.856  0.087  0.199
N  4.780  -3.153  0.266  0.071
C  4.398  -3.987  1.305  -0.021
C  3.720  -3.509  2.430  0.027
C  3.441  -4.365  3.480  -0.009
C  3.810  -5.703  3.426  0.019
C  4.467  -6.184  2.302  -0.012
C  4.765  -5.336  1.251  0.018
N  2.212  -2.422  0.137  -0.002
N  1.039  -1.995  -0.107  -0.095
C  0.169  -3.080  -0.335  -0.002
C  -0.221  -3.856  0.682  -0.005
C  -1.274  -4.908  0.577  0.001
C  -1.781  -5.125  -1.512  0.002
C  -0.961  -4.162  -2.301  -0.001
C  -0.176  -3.236  -1.753  -0.005
H  5.511  -3.474  -0.346  -0.003
H  3.454  -2.462  2.489  0.003
H  2.944  -3.980  4.361  0.000
H  3.592  -6.365  4.254  0.001
H  4.754  -7.226  2.244  -0.001
H  5.286  -5.708  0.376  0.000
H  0.227  -3.692  1.654  0.002
H  -1.531  -5.314  1.555  0.001
H  -2.450  -5.701  -2.150  0.000
H  -1.024  -4.238  -3.380  0.000
H  0.364  -2.554  -2.402  -0.001
O  -1.698  -1.319  -0.132  -0.031
As  -2.847  -2.479  -0.414  0.023
C  -2.484  -4.456  -0.289  0.000
C  -0.955  -5.981  -0.506  -0.001
C  -1.562  -7.302  -0.165  0.001
C  -2.842  -7.493  0.170  0.000
C  -3.896  -6.482  0.202  0.000
C  -3.772  -5.166  0.004  0.001
C  -4.273  -2.218  0.885  0.002
C  -4.284  -2.918  2.087  -0.001
C  -5.260  -2.656  3.036  0.000
C  -6.221  -1.685  2.792  0.000
C  -6.194  -0.960  1.608  0.000
C  -5.218  -1.221  0.660  -0.001
C  -3.763  -2.318  -2.113  0.001
C  -3.055  -1.913  -3.237  0.002
C  -3.703  -1.767  -4.453  -0.001
C  -5.064  -2.015  -4.551  0.000
C  -5.772  -2.434  -3.435  0.000
C  -5.125  -2.591  -2.220  -0.001
H  0.101  -6.070  -0.752  0.001
H  -0.886  -8.149  -0.150  0.000
H  -3.158  -8.498  0.422  0.000
H  -4.892  -6.867  0.394  0.000
H  -4.676  -4.570  -0.005  0.000
H  -3.527  -3.672  2.274  0.000
H  -5.270  -3.206  3.968  0.000
H  -6.986  -1.485  3.530  0.000
H  -6.933  -0.191  1.425  0.000
H  -5.170  -0.644  -0.256  0.000
H  -1.998  -1.708  -3.144  0.000
H  -3.149  -1.455  -5.327  0.000
H  -5.577  -1.881  -5.494  0.000
H  -6.832  -2.641  -3.508  0.000
H  -5.683  -2.923  -1.355  0.000

Forces on the atoms, in the same order (eV/Å):
Fe 0.584 3.049 0.549
C 0.023 0.149 0.082
C -0.036 -0.114 -0.198
C 0.217 0.058 0.307
N -0.164 0.516 1.511
C -0.044 -0.298 0.304
C 0.011 -0.019 0.012
C -0.068 0.125 -0.220
C 0.095 0.090 0.165
C 0.004 -0.163 0.167
C -0.056 0.061 -0.173
C 0.155 0.243 -0.109
N 0.082 -0.970 0.383
C -0.026 -0.095 -0.273
C -0.051 -0.065 0.198
C 0.066 0.029 -0.443
N -0.574 0.114 -1.710
C 0.162 -0.408 -0.318
C 0.088 0.023 -0.121
C -0.107 -0.096 0.183
C -0.206 -0.005 -0.130
C 0.197 0.053 -0.127
C -0.028 0.007 0.065
C -0.209 0.520 0.050
N -0.192 -1.197 -0.261
C -0.065 0.011 0.223
C 0.110 -0.221 -0.188
H -0.070 -0.167 -0.058
H -0.037 -0.061 -0.046
H -0.007 -0.047 0.134
H 0.039 0.056 0.051
H 0.002 -0.026 -0.043
H -0.028 -0.048 0.032
H -0.034 -0.010 -0.015
H -0.002 -0.020 0.002
H -0.009 0.011 -0.021
H -0.025 0.006 -0.075
H -0.040 0.019 0.054
H 0.049 0.098 0.011
H -0.065 -0.028 0.092
H 0.011 0.049 0.036
H 0.036 0.004 -0.074
H -0.018 -0.039 0.076
H 0.052 0.002 0.002
H 0.011 0.097 0.051
H 0.029 0.004 0.005
H 0.017 -0.008 0.002
H 0.003 -0.013 0.047
H -0.002 -0.044 0.028
H -0.033 0.092 -0.038
H 0.034 -0.021 -0.001
H -0.014 0.051 -0.034
H -0.045 0.063 0.040
S 0.420 -0.574 -0.298
C 1.816 2.100 0.288
N -0.983 0.265 -0.243
N -0.081 -0.649 -0.221
C -0.093 -0.174 0.152
C 0.119 0.021 0.008
C 0.064 -0.016 -0.048
C -0.050 -0.162 0.074
C -0.026 0.052 0.088
C -0.019 0.159 -0.099
N -2.004 -1.192 -0.661
N 1.625 -0.384 0.616
C -0.621 -1.168 0.202
C 0.297 0.201 -0.178
C 0.144 -0.067 0.010
C -0.030 0.016 -0.152
C 0.122 -0.127 0.128
C 0.295 0.100 -0.205
H 0.198 0.091 0.233
H -0.046 -0.035 0.067
H -0.025 0.022 -0.003
H -0.021 0.001 -0.002
H 0.018 -0.004 0.003
H -0.005 -0.010 0.002
H -0.052 0.140 0.024
H -0.014 0.047 -0.003
H -0.039 0.089 -0.012
H -0.018 0.133 -0.003
H -0.053 0.017 -0.055
O -0.338 -0.461 -0.194
As -0.716 -0.374 0.213
C -0.006 0.304 0.063
C -0.046 0.065 0.077
C -0.078 0.018 0.004
C 0.172 -0.195 -0.037
C -0.088 0.151 0.030
C -0.069 -0.113 -0.056
C 0.137 0.143 -0.002
C 0.124 -0.018 -0.146
C 0.004 -0.026 0.055
C -0.010 0.043 -0.022
C -0.024 -0.002 0.047
C 0.169 -0.020 -0.108
C 0.056 0.118 -0.007
C 0.106 0.087 0.082
C -0.016 0.023 -0.082
C -0.016 -0.022 0.024
C -0.057 -0.050 -0.026
C 0.076 -0.120 0.169
H -0.012 -0.020 0.007
H -0.050 -0.043 -0.002
H 0.037 -0.009 -0.004
H -0.032 0.065 -0.035
H -0.029 -0.094 0.072
H -0.055 -0.029 0.078
H 0.009 -0.007 -0.006
H 0.005 -0.003 0.006
H 0.012 0.006 0.001
H -0.089 0.037 0.009
H 0.034 0.123 -0.072
H 0.046 0.068 0.006
H 0.030 -0.011 -0.017
H 0.003 0.011 0.004
H -0.049 0.047 -0.029

Calculated values
⟨S²⟩ ... 1.242
LUMO energy (spin up / spin down) ... -0.01104 / -0.01801 Ha
Frontier orbital gap (spin up / spin down) ... 5.8 / 5.7 eV
HOMO (spin up / spin down) ... -6.13 / -6.16 eV
Spin multiplicity ... 2


Which energy relative to the best compared isomer or geometry (same formula, charge and spin) belongs to each record? In order, 243.2, 32.1, 403.4 kJ/mol.
Which calculated total energy belongs to each record? In order, -539.538182, -7428.412173, -6461.475471 Eh.